C5H11N | ωB97M-V/def2-TZVPD

Bonds (Å) are listed after each position.
CARTESIAN COORDINATES (ANGSTROEM)
1 C -1.635 -0.461 1.077  H2 1.093, H8 1.088, N10 1.479, H14 1.092
2 H -2.528 0.057 0.717  C1 1.093
3 H 0.704 1.496 -1.556  C4 1.097
4 C 0.188 1.082 -0.680  H3 1.097, C5 1.525, H15 1.087, C17 1.575
5 C 1.293 0.769 0.323  C4 1.525, H7 1.080, C13 1.350
6 H -0.081 -0.776 -1.883  C17 1.088
7 H 1.529 1.379 1.182  C5 1.080
8 H -1.882 -1.219 1.818  C1 1.088
9 H 2.692 -0.709 0.916  C13 1.087
10 N -0.959 -1.129 -0.055  C1 1.479, H16 1.013, C17 1.458
11 H 2.349 -0.620 -0.899  C13 1.085
12 H -1.509 0.188 -1.606  C17 1.092
13 C 2.103 -0.289 0.105  C5 1.350, H9 1.087, H11 1.085
14 H -0.988 0.312 1.497  C1 1.092
15 H -0.538 1.694 -0.150  C4 1.087
16 H -0.128 -1.571 0.321  N10 1.013
17 C -0.609 -0.202 -1.125  C4 1.575, H6 1.088, N10 1.458, H12 1.092

Results
HOMO-LUMO gap = 0.36169 Eh
energy above the lowest of the compared OMol25 structures with the same formula, charge and spin = 1.737 eV
total charge = 0
E_HOMO = -8.698 eV
lowest unoccupied orbital energy = 1.144 eV

C5H11N | ωB97M-V/def2-TZVPD

Bonds (Å) are listed after each position.
CARTESIAN COORDINATES (ANGSTROEM)
1 H 1.650 -1.326 -0.521  C15 1.103
2 H 1.164 0.617 -0.707  C12 1.147
3 H 1.067 0.791 -2.631  C8 1.074
4 H -0.309 -0.190 -2.767  C8 1.083
5 C -0.677 1.090 0.254  H9 1.094, C12 1.600, C13 1.534, H16 1.084
6 H -1.141 -0.142 1.899  C13 1.070
7 H -0.501 -2.027 1.361  N14 1.013
8 C 0.281 0.356 -2.042  H3 1.074, H4 1.083, C12 1.421
9 H -1.649 0.997 -0.239  C5 1.094
10 H 0.483 0.809 1.869  C13 1.114
11 H -1.132 1.652 2.282  C13 1.135
12 C 0.157 0.070 -0.655  H2 1.147, C5 1.600, C8 1.421, C15 1.630
13 C -0.624 0.784 1.756  C5 1.534, H6 1.070, H10 1.114, H11 1.135
14 N 0.487 -1.852 1.220  H7 1.013, C15 1.429
15 C 0.621 -1.402 -0.130  H1 1.103, C12 1.630, N14 1.429, H17 1.113
16 H -0.202 1.989 -0.122  C5 1.084
17 H 0.326 -2.216 -0.829  C15 1.113

Results
HOMO-LUMO gap = 0.18804 Eh
energy above the lowest of the compared OMol25 structures with the same formula, charge and spin = 8.027 eV
total charge = 0
E_HOMO = -7.224 eV
lowest unoccupied orbital energy = -2.107 eV

C5H11N | ωB97M-V/def2-TZVPD

Bonds (Å) are listed after each position.
CARTESIAN COORDINATES (ANGSTROEM)
1 C -1.861 -0.193 1.714  C5 1.530, H8 1.095, H12 1.096, H16 1.096
2 C 2.049 -0.894 -1.141  H11 1.079, N13 1.338, H14 1.081
3 H -2.000 -0.425 -0.415  C5 1.104
4 H 0.710 1.839 -0.136  C9 1.090
5 C -1.286 0.002 0.310  C1 1.530, H3 1.104, H7 1.096, C10 1.499
6 H 0.160 -1.687 0.430  C10 1.087
7 H -1.259 1.074 0.083  C5 1.096
8 H -1.271 0.348 2.461  C1 1.095
9 C 1.033 1.245 -0.991  H4 1.090, N13 1.471, H15 1.090, H17 1.092
10 C 0.060 -0.640 0.154  C5 1.499, H6 1.087, N13 1.335
11 H 2.917 -0.374 -1.516  C2 1.079
12 H -2.899 0.155 1.767  C1 1.096
13 N 1.041 -0.179 -0.625  C2 1.338, C9 1.471, C10 1.335
14 H 2.053 -1.963 -0.981  C2 1.081
15 H 2.043 1.540 -1.273  C9 1.090
16 H -1.850 -1.253 1.994  C1 1.096
17 H 0.359 1.405 -1.835  C9 1.092

Results
HOMO-LUMO gap = 0.27145 Eh
energy above the lowest of the compared OMol25 structures with the same formula, charge and spin = 2.485 eV
total charge = 0
E_HOMO = -6.367 eV
lowest unoccupied orbital energy = 1.020 eV

C5H11N | ωB97M-V/def2-TZVPD

Bonds (Å) are listed after each position.
CARTESIAN COORDINATES (ANGSTROEM)
1 H 1.583 0.274 1.441  C12 1.093
2 C -1.514 0.644 -1.406  C5 1.501, H6 1.093, H8 1.096, H17 1.096
3 H -0.420 1.759 0.164  C5 1.089
4 H -0.100 -1.463 1.039  H11 0.747
5 C -1.065 0.897 0.004  C2 1.501, H3 1.089, C15 1.332
6 H -0.742 0.924 -2.126  C2 1.093
7 C 1.875 -0.868 -0.426  N10 1.253, C12 1.444, H16 1.081
8 H -2.413 1.233 -1.620  C2 1.096
9 H 3.184 0.596 0.577  C12 1.087
10 N 1.472 0.261 -0.791  C7 1.253, C12 1.516
11 H 0.457 -1.947 0.923  H4 0.747
12 C 2.190 0.157 0.540  H1 1.093, C7 1.444, H9 1.087, N10 1.516
13 H -1.119 0.385 2.062  C15 1.087
14 H -2.082 -0.710 0.920  C15 1.089
15 C -1.437 0.159 1.048  C5 1.332, H13 1.087, H14 1.089
16 H 1.891 -1.888 -0.787  C7 1.081
17 H -1.759 -0.413 -1.561  C2 1.096

Results
HOMO-LUMO gap = 0.38894 Eh
energy above the lowest of the compared OMol25 structures with the same formula, charge and spin = 4.231 eV
total charge = 0
E_HOMO = -9.376 eV
lowest unoccupied orbital energy = 1.208 eV

- Which formula does entry 1 have?
  C5H11N

- The lowest energy above the lowest of the compared OMol25 structures with the same formula, charge and spin belongs to which entry?
  number 1